18
Properties=species:S:1:pos:R:3 method="wB97M-V/def2-TZVPD" multiplicity=1 charge=-1 homo_ev=-2.4 orbital_gap_ev=6.1 smiles=C[C@H](C[S-])NCN energy_ha=-666.69665 e_above_lowest_kcal_mol=31.3
C 0.344 1.688 -0.974
C 0.594 0.769 0.221
C 1.719 -0.228 0.192
S 3.450 0.399 -0.030
N -0.694 0.135 0.731
C -1.003 -1.239 0.247
N -2.336 -1.174 -0.407
H -0.469 2.379 -0.782
H 1.264 2.263 -1.000
H 0.108 1.119 -1.935
H 1.019 1.381 1.046
H 1.694 -0.817 1.136
H 1.575 -0.845 -0.696
H -0.338 -0.093 1.683
H -1.034 -1.896 1.126
H -0.194 -1.591 -0.378
H -2.774 -0.319 -0.093
H -2.926 -1.931 -0.088